# 1
DFT (ωB97M-V/def2-TZVPD) results for one molecule with the formula C19H17BN2O8S2.

Summary:
E_HOMO (eV): -9.038
Gap between HOMO and LUMO (eV): 8.95
Structure (SMILES): O=C(O)c1ccc(S(=O)(=O)Nc2cccc(S(=O)(=O)Nc3cccc(B(O)O)c3)c2)cc1

Structure (XYZ):
```
49
C19H17BN2O8S2 (ωB97M-V/def2-TZVPD)
C -1.882 -4.267 -1.856
H 1.719 -0.356 -0.816
C 0.085 -2.742 -3.176
H 4.471 5.463 1.034
O 3.518 5.432 0.800
H -0.495 -4.185 -0.258
C -3.536 -4.045 -3.745
O -4.599 -4.040 -2.902
C 0.548 -2.212 2.948
O 2.728 -2.365 -2.418
H 2.583 2.961 -0.911
C -1.056 4.582 -0.467
H 1.441 3.191 2.039
H -1.715 5.022 -1.174
C 0.762 0.063 1.551
H -1.460 -2.619 -4.704
H 0.775 -2.050 -3.614
H -2.636 -4.854 -1.319
H -2.609 3.415 0.464
O 3.349 3.476 -0.518
S -0.144 1.741 3.690
C 1.129 4.393 0.368
H -5.475 -4.313 -3.295
H 1.181 -3.291 1.262
H -1.669 2.987 3.205
C 1.007 -2.282 1.673
C -0.695 -3.870 -1.272
H 0.698 5.656 -1.274
O -3.583 -4.140 -4.955
O -0.978 1.319 4.815
C -1.536 3.701 0.417
H -0.170 -1.054 4.531
C 0.280 4.964 -0.550
C 0.174 -1.039 3.523
B 2.694 4.547 0.190
O 1.263 2.390 3.876
C -2.193 -3.796 -3.092
C -1.199 -3.038 -3.734
H 0.402 -3.133 3.486
C 0.995 -1.154 0.901
S 1.924 -2.626 -1.209
C 0.722 3.482 1.324
C -0.661 3.117 1.367
C 0.294 0.134 2.825
C 0.332 -3.132 -1.886
N -1.166 2.467 2.520
O 2.157 -3.671 -0.227
N 1.447 -1.193 -0.384
H 0.778 0.966 0.947
```

Atomic partial charges in e from the Löwdin method, atoms 1 to 5: -0.023 0.107 -0.041 0.136 0.183

=====

# 2
DFT (ωB97M-V/def2-TZVPD) results for C19H17Br2Cl28F3NO5P as an isolated structure.

Summary:
E_HOMO (eV): -10.024
Gap between HOMO and LUMO (eV): 9.81

Structure (XYZ):
```
76
C19H17Br2Cl28F3NO5P (ωB97M-V/def2-TZVPD)
H 1.921 0.470 2.045
C 1.510 1.382 1.610
Cl -3.104 3.324 7.018
O -0.673 1.630 -3.775
C -1.750 5.340 -2.889
C -4.773 -4.319 1.623
H -0.907 -1.361 -2.680
Cl -6.393 -4.121 2.300
C 0.531 -1.163 0.351
Cl -2.467 6.377 -4.120
Cl -1.355 -2.598 7.678
C -0.969 0.247 -1.250
Cl 0.044 1.720 -7.303
C -1.302 0.369 1.170
C 2.474 2.560 1.837
Cl 2.516 -4.857 -0.011
C 1.739 1.344 -7.575
C 4.162 -5.433 -0.324
H -1.919 -0.242 -1.060
C 1.929 -0.900 -0.177
H 2.752 2.549 2.894
Cl -3.753 -1.470 -2.167
Cl -4.786 1.171 -2.509
Cl -3.468 -0.163 -4.709
Br 4.672 4.273 1.564
Cl -4.453 -6.034 1.343
Cl -1.425 1.432 8.408
H 1.960 3.504 1.664
Cl -6.081 -1.047 -3.843
Cl 0.403 -4.061 5.921
C -0.343 -0.448 -2.473
Cl 4.446 -5.450 -2.064
H -1.986 -0.478 1.108
H 0.571 -1.237 1.443
C 3.794 2.585 1.067
C -0.217 0.177 0.084
Cl -0.192 4.740 -3.444
Cl 1.930 -0.391 -7.834
H -1.212 1.287 -1.472
Cl 2.684 1.835 -6.163
P -0.228 -2.758 -0.134
C -2.301 1.755 6.911
Cl -1.158 1.774 5.560
Cl -3.582 -3.695 2.785
C 1.025 1.142 0.170
Cl 5.313 -4.354 0.458
Cl 0.506 -1.177 6.012
H -0.133 2.755 -0.235
H 0.618 1.608 2.197
Cl -1.541 6.251 -1.391
C -0.551 -2.588 6.109
N 0.801 2.431 -0.455
F 4.149 0.508 2.269
Cl -1.766 -2.528 4.820
O 2.014 0.399 -0.561
O 0.030 -0.196 -4.810
O -1.666 -2.702 -0.517
H 0.697 -0.738 -2.326
O 2.847 -1.665 -0.270
Br 6.491 1.800 2.153
Cl 2.325 2.217 -8.999
H -1.859 1.292 0.983
C 4.751 1.348 1.392
Cl 4.339 -7.066 0.323
Cl -2.837 3.968 -2.583
Cl -4.632 -3.443 0.108
C -4.535 -0.390 -3.316
Cl -3.502 0.494 6.638
H -0.043 -3.567 0.999
F 3.640 2.632 -0.283
C -0.332 0.310 -3.783
H -0.897 0.386 2.181
H 0.879 2.377 -1.465
H 0.548 -3.277 -1.179
F 4.983 0.680 0.252
H -1.508 1.776 -3.310
```

Atomic partial charges in e from the Löwdin method, atoms 1 to 5: 0.120 -0.081 0.532 -0.006 -2.042

=====

# 3
DFT (ωB97M-V/def2-TZVPD) results for C19H17Br2MoN3O2S4Sb as an isolated structure.

Summary:
E_HOMO (eV): -3.537
Net charge: -1
Gap between HOMO and LUMO (eV): 4.98

Structure (XYZ):
```
49
C19H17Br2MoN3O2S4Sb (ωB97M-V/def2-TZVPD)
C -0.653 1.854 0.756
C 1.811 -1.805 1.065
Br -3.940 1.453 -0.426
S -1.698 -0.908 -2.989
H -0.734 1.132 -3.354
C -3.825 -0.156 0.546
S 3.001 -3.062 -2.434
C -0.673 2.306 -0.590
H -1.274 3.462 2.057
C -4.656 -0.314 1.641
S -1.080 -2.680 -2.197
H -0.444 2.105 2.833
O -0.881 0.001 2.048
C 1.841 0.502 -1.821
H -1.354 4.045 -1.626
H 5.056 0.802 -0.741
H 2.241 -3.042 2.743
C 3.889 -1.727 2.202
H 5.353 -0.442 1.347
H 0.390 3.908 -1.514
C 4.020 0.490 -0.784
C 2.592 -2.267 2.077
C -3.063 -2.298 0.700
Br 0.136 -2.638 0.734
H -3.883 -3.554 2.219
C 3.518 -0.370 0.224
Mo -0.841 -0.619 -0.869
N -0.873 1.384 -1.492
H -5.277 0.507 1.966
H 3.589 1.467 -2.624
S 1.396 -0.891 -5.080
H -2.448 -3.063 0.250
C -0.464 2.735 1.947
C -3.881 -2.566 1.782
H -0.542 4.374 -0.080
C -0.540 3.745 -0.966
N -0.783 0.540 0.897
C 4.339 -0.820 1.287
O -0.914 1.901 -2.780
H 1.257 0.876 -2.646
C 3.209 0.865 -1.807
C -4.661 -1.540 2.280
Sb 1.560 -2.974 -4.177
C 2.179 -0.819 0.131
H 0.476 3.288 1.882
C 1.285 -0.331 -0.879
N -2.996 -1.098 0.109
H 4.531 -2.065 3.006
H -5.289 -1.691 3.149
```

Atomic partial charges in e from the Löwdin method, atoms 1 to 5: -0.309 -0.550 0.851 0.091 0.001

=====

# 4
DFT (ωB97M-V/def2-TZVPD) results for C19H17Cl2N4RhS as an isolated structure.

Summary:
E_HOMO (alpha / beta) (eV): -7.142 / -7.143
Gap between HOMO and LUMO (alpha / beta) (eV): 6.96 / 6.96

Structure (XYZ):
```
44
C19H17Cl2N4RhS (ωB97M-V/def2-TZVPD)
Cl -0.024 -2.902 3.357
H -3.697 -0.678 -0.672
H -2.831 -2.013 -0.108
H 0.614 -2.607 0.683
C 0.483 1.346 -3.431
S -3.236 -0.669 -3.314
C 0.633 -0.965 5.084
N 0.226 1.719 0.244
C -0.602 3.114 -1.591
H 1.075 -1.776 5.647
H -1.326 4.201 -3.281
H 2.677 -3.521 -0.303
C -0.212 2.460 -3.871
H 2.980 -0.110 -2.874
C -0.577 -0.253 3.067
H -0.345 2.631 -4.931
H 3.888 -2.266 -2.061
H 1.145 1.384 0.513
H 0.062 2.363 5.179
C 0.076 1.344 4.819
Rh -0.973 0.006 0.233
C 2.461 -0.665 -2.101
N -1.623 -2.481 -2.231
C 1.120 -2.062 -0.103
H -1.264 -2.592 -3.164
Cl -1.361 2.375 2.822
N -2.850 -1.222 -0.743
C 0.024 -1.239 3.875
C 1.283 -0.155 -1.562
C 0.106 2.000 -1.160
H 0.885 0.637 -4.145
H -0.070 2.491 0.828
C 2.969 -1.874 -1.646
H -1.029 3.795 -0.864
C -0.764 3.340 -2.947
C 2.291 -2.573 -0.656
H -0.966 -2.664 -1.484
C 0.606 -0.842 -0.542
N -1.248 -0.610 1.911
C -2.540 -1.505 -2.075
C -0.540 1.045 3.614
C 0.651 1.093 -2.072
H 1.151 0.563 6.500
C 0.674 0.338 5.556
```

Atomic partial charges in e from the Löwdin method, atoms 1 to 5: 0.674 0.079 0.100 0.047 -0.024

=====

# 5
DFT (ωB97M-V/def2-TZVPD) results for C19H17Cl48IOSi as an isolated structure.

Summary:
E_HOMO (eV): -9.360
Gap between HOMO and LUMO (eV): 9.38

Structure (XYZ):
```
87
C19H17Cl48IOSi (ωB97M-V/def2-TZVPD)
H -4.101 -0.835 3.731
Cl 12.597 0.197 -0.040
Cl -3.810 0.809 8.670
Cl -5.091 -3.642 -2.026
Cl -12.272 -1.194 0.282
H -2.567 -1.620 1.314
Cl 3.537 -2.911 7.246
Cl 2.664 0.545 -8.959
H 2.374 -1.832 4.339
H 4.201 0.214 1.901
H 2.842 -1.548 1.378
Cl -4.919 0.849 6.009
H -1.913 -3.383 4.507
C 2.306 -2.199 3.314
O -0.101 -2.117 3.181
Cl -12.453 0.486 -2.055
Cl 11.032 7.168 -4.962
Cl -3.216 -1.326 6.824
Cl -5.505 -0.840 -1.480
Cl 5.240 3.442 -2.641
Cl 8.404 8.328 -5.178
C -3.267 -0.615 3.073
C 10.017 8.529 -4.485
Cl -13.142 -2.308 -2.231
Cl 2.141 -2.090 -3.472
H 1.083 -3.359 2.036
Cl -6.609 1.405 -3.778
Cl 9.855 0.550 0.772
Cl 1.513 1.582 -6.525
Cl 4.170 -2.117 -1.426
Cl 11.237 3.648 -4.529
C -16.944 -1.874 -3.428
Cl 8.797 4.854 -3.546
Cl -16.030 -0.406 -3.081
Cl -8.374 3.536 -4.607
Cl -7.285 3.516 -1.935
Cl -2.837 -1.934 -1.445
Cl -4.251 -1.656 -3.942
Cl -10.388 -1.529 -1.875
Cl -5.866 -1.076 7.936
Cl -18.566 -1.449 -3.982
C 2.668 -2.864 -1.974
H 1.564 -0.574 2.119
C -7.884 2.508 -3.257
Cl 10.726 10.037 -5.069
C 3.604 -0.093 2.757
H -1.346 -4.155 2.308
C 9.696 3.344 -3.712
Cl 6.895 1.298 -1.653
Cl 4.124 1.461 -0.861
C 3.002 1.032 -7.297
Cl -17.057 -2.855 -1.963
Cl 5.548 -2.928 5.176
Cl -16.113 -2.796 -4.687
I -4.584 -3.178 2.121
Cl 4.814 0.747 -3.569
Cl -9.266 1.563 -2.696
H 3.136 -2.900 3.194
C -4.453 -0.187 7.361
H -4.566 0.010 1.480
H 3.173 0.780 3.239
Si -1.547 -2.950 3.145
H 0.957 -3.816 3.758
Cl 3.648 -0.347 -6.399
H -2.951 0.740 1.412
C 1.050 -2.983 3.059
C -2.853 -1.897 2.324
C -3.759 0.436 2.074
Cl 10.013 2.674 -2.107
C 11.541 0.712 1.277
Cl 4.591 -0.421 6.243
Cl 11.871 2.401 1.671
C 2.514 -1.072 2.298
Cl 11.829 -0.295 2.697
Cl 1.436 -2.642 -0.729
C -4.424 -2.021 -2.220
H 4.276 -0.576 3.461
H -4.131 1.319 2.590
H -2.436 -0.198 3.642
Cl 2.926 -4.588 -2.256
Cl 9.894 8.578 -2.723
C -12.062 -1.140 -1.470
C 4.980 -2.100 6.630
C 5.267 1.738 -2.179
Cl 8.749 2.199 -4.665
Cl 6.250 -2.142 7.857
Cl 4.189 2.338 -7.289
```

Atomic partial charges in e from the Löwdin method, atoms 1 to 5: 0.032 0.523 0.526 0.519 0.532

=====

# 6
DFT (ωB97M-V/def2-TZVPD) results for C19H17CuF9IN2S as an isolated structure.

Summary:
E_HOMO (alpha / beta) (eV): -3.235 / -4.484
2S+1: 2
Net charge: -1
Gap between HOMO and LUMO (alpha / beta) (eV): 5.69 / 6.93

Structure (XYZ):
```
50
C19H17CuF9IN2S (ωB97M-V/def2-TZVPD)
H -2.094 -1.635 3.843
H 3.228 1.108 1.196
C 0.786 2.158 0.892
H -1.253 -2.918 2.975
H -0.378 -0.008 3.372
H 2.732 -0.713 2.706
F -6.256 -0.659 -3.177
C -5.167 -0.100 -2.631
N 1.402 1.088 0.144
C 1.802 -3.280 2.733
F -5.986 2.052 -3.164
C 1.745 1.279 -1.214
H 0.396 -1.425 4.072
C -1.427 -1.841 3.005
Cu -0.248 -0.264 0.217
F -3.764 3.162 -2.044
C -5.036 1.275 -2.628
F -4.375 -2.217 -2.107
C 2.278 0.280 -3.371
F 2.266 3.839 -3.730
H 0.327 1.824 1.812
C 1.863 2.522 -1.841
I 2.839 3.756 2.370
C 1.143 -2.451 1.631
H 2.269 -4.162 2.291
S -1.816 -1.455 -0.833
C 2.164 2.615 -3.193
H -1.929 -1.558 2.078
N 0.743 -1.084 2.007
F 1.709 3.667 -1.183
H 2.891 -0.392 0.307
C -0.140 -1.056 3.186
C 1.966 0.165 -2.034
C 2.383 1.511 -3.981
C -4.181 -0.892 -2.076
C -2.927 1.018 -1.522
H 2.618 1.604 -5.030
F -1.857 1.640 -1.004
F 2.459 -0.840 -4.087
H 0.253 -2.969 1.270
H 0.231 2.881 0.319
C -3.906 1.831 -2.063
C 2.452 0.385 0.928
H 2.580 -2.726 3.260
F 1.836 -1.077 -1.536
H 1.609 0.619 2.877
C -3.019 -0.372 -1.499
C 1.901 -0.194 2.214
H 1.813 -2.366 0.773
H 1.075 -3.623 3.470
```

Atomic partial charges in e from the Löwdin method, atoms 1 to 5: 0.077 0.052 -0.194 0.068 0.116

=====

# 7
DFT (ωB97M-V/def2-TZVPD) results for a 2-piece molecular cluster, C19H17FN4O2 overall.

Summary:
E_HOMO (eV): -9.029
Gap between HOMO and LUMO (eV): 8.26
Structure (SMILES): O=C(O)Cc1cc(-c2cccnc2)cc2nc(F)cnc12.CCCC#N

Structure (XYZ):
```
43
C19H17FN4O2 (ωB97M-V/def2-TZVPD)
H 0.265 -1.483 -2.821
C -5.334 0.962 1.044
C 0.049 3.027 0.715
C 1.449 4.676 0.458
O 3.243 -0.552 0.016
C 0.989 -2.243 -2.526
H -2.386 -1.427 0.722
N 0.208 4.336 0.336
C -1.267 2.475 0.644
H -3.925 2.592 1.173
C -1.551 1.177 0.981
H 1.891 -4.934 -2.485
H 0.254 -3.715 -3.928
C -0.467 0.326 1.416
C 1.080 2.181 1.169
C -5.447 -0.423 0.915
C 3.177 -0.164 1.152
H -6.194 1.631 1.131
N -4.449 -1.292 0.785
H 1.924 -1.740 -2.274
H 3.536 4.313 0.998
H 4.119 0.593 2.643
H -2.081 3.130 0.318
C -2.946 0.624 0.940
H 2.365 -4.992 -4.177
C 0.485 -2.935 -1.325
N 0.089 -3.474 -0.385
C 2.222 -4.323 -3.327
H 1.468 -1.181 1.904
N 2.365 2.629 1.309
C -3.240 -0.741 0.821
H -0.684 -0.712 1.680
H 2.048 0.004 3.071
O 4.311 0.348 1.727
H 1.543 -2.697 -4.553
H 3.190 -3.885 -3.073
F 1.764 5.930 0.086
C 1.888 -0.163 1.991
C -4.039 1.513 1.060
H -6.465 -0.838 0.889
C 2.534 3.875 0.948
C 1.204 -3.241 -3.669
C 0.814 0.811 1.502
```

Atomic partial charges in e from the Löwdin method, atoms 1 to 5: 0.117 -0.054 -0.181 -0.308 0.107

=====

# 8
DFT (ωB97M-V/def2-TZVPD) results for C19H17IrN3O9S as an isolated structure.

Summary:
E_HOMO (alpha / beta) (eV): -8.758 / -8.762
2S+1: 6
Gap between HOMO and LUMO (alpha / beta) (eV): 8.47 / 5.52

Structure (XYZ):
```
50
C19H17IrN3O9S (ωB97M-V/def2-TZVPD)
C 1.966 1.700 0.650
H -3.493 -0.257 -2.814
C 1.383 -2.090 4.081
H -4.914 -2.003 1.383
H 2.370 1.462 -1.458
H 4.428 4.665 0.447
H -0.987 -0.728 2.101
O 0.944 -0.281 -0.347
O 1.231 -0.796 -3.081
C 2.499 -1.470 3.547
C -4.427 -2.887 0.963
H 3.947 3.317 -1.564
H 3.483 -1.694 3.931
C 1.102 -0.291 1.990
H -3.540 0.906 -1.616
O 1.844 -1.398 -5.179
N -3.208 -0.024 -1.863
O -1.083 1.386 -0.229
O -3.076 -2.633 0.616
S -0.240 2.153 -3.372
C -1.824 2.112 -3.819
C 2.222 2.484 1.778
C 3.108 3.540 1.706
N -3.623 -0.984 -0.924
H 3.299 4.141 2.583
O -0.476 -2.933 -5.146
C 0.129 -1.819 3.562
C 3.470 3.081 -0.624
C -0.522 -1.953 -4.480
H 3.236 -0.096 2.081
C 0.990 0.578 0.756
C 3.740 3.836 0.506
O -1.325 -1.237 -3.906
Ir -0.750 0.100 -2.050
H -0.743 -2.313 3.963
H -4.994 -3.276 0.115
O -1.504 -1.675 -0.554
C -2.688 -1.757 -0.307
H 1.704 2.260 2.697
O -0.693 1.911 1.898
C -0.012 -0.925 2.518
C 1.177 -1.260 -4.209
H 1.778 -0.278 -0.836
N -2.933 2.125 -4.147
C 2.583 2.022 -0.558
H -4.365 -3.656 1.732
H 1.492 -2.793 4.892
H -4.614 -1.097 -0.756
C -0.454 1.396 0.839
C 2.363 -0.571 2.505
```

Atomic partial charges in e from the Löwdin method, atoms 1 to 5: -0.158 0.099 -0.088 0.101 0.095

=====

Maximum force, record by record: 5.6; 1.1; 0.4; 0.7; 0.9; 0.7; 2.0; 3.9 eV/Å